# 1
Computed, not measured: C17H14N5OOsS7 as an isolated structure at a distorted geometry, with ωB97M-V/def2-TZVPD.

Geometry as XYZ:
```
45
Properties=species:S:1:pos:R:3:forces:R:3:nbo_charge:R:1
Os -0.513460 -0.585199 -0.491760 -0.541 -0.440 -0.751 0.37
C -3.128408 -1.576560 3.936210 0.139 -0.049 0.119 -0.74
S -2.237691 -0.000894 3.924359 -0.133 0.074 -0.277 0.32
C -1.629696 0.014230 2.273199 -0.017 -0.088 0.277 -0.08
S -0.886890 -1.433404 1.649753 0.087 0.057 0.095 0.00
N -1.677638 1.171428 1.683079 0.188 0.005 -0.107 -0.37
N -1.106851 1.143079 0.419254 -0.181 -0.010 0.275 -0.24
C -1.071336 2.241617 -0.239153 0.075 0.107 -0.104 0.08
C -0.570397 2.147938 -1.604100 -0.083 0.011 -0.002 0.13
C -0.489180 3.236904 -2.453077 0.039 -0.003 -0.040 -0.19
C -0.071147 3.038090 -3.760394 -0.002 0.025 0.013 -0.13
C 0.246361 1.756615 -4.174334 0.029 -0.011 -0.014 -0.22
C 0.147880 0.711300 -3.270551 0.079 -0.024 0.045 0.08
N -0.248492 0.894793 -2.010250 0.141 -0.020 0.106 -0.44
H -3.595143 -1.630402 4.918117 0.003 0.002 0.000 0.25
H -2.457432 -2.421873 3.813181 -0.012 0.002 0.005 0.23
H -3.902096 -1.574738 3.173094 0.014 -0.004 -0.008 0.23
H -1.440417 3.165174 0.191279 -0.010 -0.019 0.010 0.24
H -0.759382 4.220035 -2.093119 0.000 -0.009 0.011 0.25
H -0.004646 3.871680 -4.445889 0.001 -0.004 0.001 0.25
H 0.564176 1.553302 -5.186734 -0.009 0.004 -0.001 0.25
H 0.376719 -0.306961 -3.554188 -0.009 0.010 -0.006 0.22
S -4.240891 -6.522840 -2.084863 0.009 0.008 0.035 0.12
C -3.397735 -5.181919 -1.788939 0.000 0.026 -0.081 -0.58
S -1.649063 -5.139028 -1.712042 0.007 -0.119 -0.007 0.51
C -1.482441 -3.443594 -1.397589 0.076 0.184 -0.016 -0.44
C -2.682234 -2.713766 -1.299221 0.166 0.257 -0.035 -0.43
S -2.673694 -1.040707 -1.116987 0.403 -0.292 0.185 0.32
S -4.140668 -3.618491 -1.515346 -0.127 -0.063 -0.024 0.51
S 0.011725 -2.679052 -1.344852 -0.347 0.297 0.292 0.28
N 2.426223 2.047401 3.576482 0.000 0.004 -0.029 -0.80
C 3.441695 1.689729 2.756017 0.014 0.001 0.012 0.65
O 4.595946 1.994282 2.961644 -0.016 0.014 -0.007 -0.58
C 3.096161 0.886388 1.522618 0.015 -0.014 0.012 -0.16
C 4.144664 0.504537 0.695761 0.002 -0.011 0.017 -0.08
C 3.870240 -0.246844 -0.432097 0.012 -0.020 0.001 -0.24
C 2.559338 -0.577844 -0.712418 -0.038 0.036 -0.014 0.06
N 1.536621 -0.199787 0.067502 0.046 0.126 0.004 -0.46
C 1.814491 0.510296 1.172230 -0.021 -0.086 -0.002 0.08
H 2.669271 2.543987 4.417512 0.000 0.001 0.005 0.42
H 1.479191 1.737913 3.465186 0.006 -0.022 0.025 0.39
H 5.149641 0.801129 0.964824 0.001 -0.006 0.003 0.27
H 4.657658 -0.581304 -1.092132 -0.004 0.007 -0.001 0.25
H 2.308619 -1.162142 -1.587323 0.001 0.015 -0.013 0.21
H 0.960418 0.755507 1.786045 -0.003 0.040 -0.010 0.21
```
Forces are in eV/Å.

- Net charge: +1
- Orbital gap (spin up / spin down): 5.51 / 5.50 eV
- Molecular weight: 719.03 g mol⁻¹
- E: -3883.1083 hartree
- Relative energy (zero: lowest compared OMol25 entry of this formula, charge and spin): 0.000 eV

# 2
Computed, not measured: C10H12BrNNiP as an isolated structure at a distorted geometry, with ωB97M-V/def2-TZVPD.

Geometry as XYZ:
```
26
Properties=species:S:1:pos:R:3:forces:R:3:nbo_charge:R:1
C 0.409736 0.350187 -2.764660 -0.476 -2.750 0.245 -0.39
C -0.600947 -0.481890 -3.390259 1.585 0.655 0.996 -0.36
C -0.273050 -1.823956 -3.143281 0.605 -0.303 0.175 -0.34
C 0.936486 -1.877957 -2.369196 -1.272 0.788 -0.366 -0.37
C 1.317221 -0.551659 -2.094046 -0.783 0.757 -0.890 -0.38
Ni 0.883649 1.549765 0.365047 1.298 -0.936 -1.526 0.70
P -0.274125 3.037333 -0.398688 -1.080 2.403 -1.184 0.00
H 0.452119 1.407311 -2.770029 0.060 0.882 -0.066 0.17
H -1.455390 -0.107333 -3.908723 -0.430 0.092 -0.387 0.18
H -0.822910 -2.697067 -3.514756 0.198 0.366 0.179 0.18
H 2.154319 -0.242810 -1.494484 0.468 0.054 0.107 0.17
H 1.425175 -2.764731 -2.019423 0.164 -0.321 0.127 0.19
H -1.373383 3.599606 0.323411 0.395 -0.254 -0.052 0.01
H -0.677523 3.626560 -1.667419 0.447 -0.590 0.723 0.03
H 0.674780 4.053945 -0.054693 -0.447 0.355 -0.191 -0.01
Br -0.557413 -3.696263 2.492569 -0.239 -0.713 0.003 0.04
C -0.354379 -1.847426 2.492541 1.001 1.392 -2.663 -0.14
C -0.585213 -1.107873 3.641357 -0.119 -0.780 1.430 -0.39
C -0.371112 0.265902 3.574833 0.099 1.600 -0.349 -0.24
C 0.029098 0.882498 2.404777 -0.751 -1.158 2.347 -0.12
N 0.325666 0.124875 1.304534 -0.313 -0.291 -0.061 -0.70
C 0.067301 -1.215254 1.308828 -0.893 -1.107 1.760 -0.05
H -0.905883 -1.610906 4.553912 0.142 0.284 -0.206 0.21
H -0.553599 0.873043 4.452942 -0.120 0.083 -0.010 0.20
H 0.043283 1.979433 2.309479 0.116 -0.352 0.195 0.17
H 0.086093 -1.725345 0.365422 0.346 -0.159 -0.336 0.24
```
Forces are in eV/Å.

- <S²>: 2.02
- Net charge: -1
- Orbital gap (spin up / spin down): 4.38 / 5.26 eV
- Molecular weight: 315.78 g mol⁻¹
- E: -4866.5283 hartree
- Relative energy (zero: lowest compared OMol25 entry of this formula, charge and spin): 2.291 eV
- Spin multiplicity: 3

# 3
Computed, not measured: C42H64BrN7ORuSi as an isolated structure, with ωB97M-V/def2-TZVPD.

Geometry as XYZ:
```
117
Properties=species:S:1:pos:R:3:forces:R:3:mulliken_charge:R:1
Ru 0.343346 0.006589 -0.828097 -0.059 0.076 0.448 0.76
C -1.604043 0.842599 4.712439 -0.048 0.042 0.070 -1.15
C -2.445868 0.319785 3.541309 0.108 -0.035 -0.133 2.40
C -3.933148 0.522679 3.828088 0.027 0.034 0.027 -1.91
C -2.089665 -1.139026 3.269714 0.056 0.061 0.079 0.70
C -2.340597 -2.017992 4.315258 -0.008 -0.055 -0.001 -0.63
C -1.876582 -3.319190 4.307011 0.020 0.051 -0.050 -1.55
C -1.090810 -3.718307 3.246569 -0.026 0.035 0.041 -0.50
C -0.833153 -2.888839 2.158191 0.019 -0.150 -0.013 0.75
C 0.069142 -3.473637 1.090541 -0.023 0.130 -0.072 2.12
C 1.445684 -3.862994 1.648533 -0.067 0.019 -0.024 -1.54
C -0.557900 -4.699302 0.419954 0.032 0.007 -0.002 -1.69
C -1.410021 -1.599595 2.107655 0.243 0.139 0.223 -1.96
N -1.268521 -0.718757 0.995095 -0.225 -0.125 -0.329 2.16
C -2.397773 -0.099790 0.644706 -0.011 -0.002 -0.055 -1.36
C -2.430866 1.079302 -0.108694 -0.090 -0.022 -0.076 -0.65
N -1.345131 1.643899 -0.625865 -0.046 -0.246 0.168 2.34
C -1.347492 3.064428 -0.822705 0.022 0.111 -0.253 -0.86
C -1.629158 3.707672 -2.042649 -0.141 -0.061 0.138 0.05
C -1.353230 5.071246 -2.150264 0.002 0.092 0.074 -0.75
C -0.899719 5.827176 -1.093735 -0.037 -0.011 -0.047 -1.53
C -0.784445 5.220074 0.141226 0.027 -0.017 0.012 -0.80
C -1.006804 3.861272 0.292254 0.059 0.030 0.041 0.31
C -0.998752 3.296287 1.697146 0.078 -0.092 0.058 3.56
C 0.094960 3.894440 2.582501 0.067 -0.208 -0.002 -1.70
C -2.363859 3.548195 2.344405 -0.033 -0.006 -0.060 -1.63
C -2.334607 3.159834 -3.278491 0.052 0.033 -0.096 0.73
C -1.348386 2.972686 -4.433080 0.071 -0.031 0.064 -1.88
C -3.293612 1.992068 -3.075156 0.028 0.017 -0.050 -1.66
H -1.870001 1.872840 4.952333 0.016 0.036 0.014 0.42
H -0.537004 0.811653 4.464650 0.033 -0.042 0.007 -0.12
H -1.743805 0.246307 5.613106 -0.028 -0.031 0.032 0.46
H -2.176962 0.919319 2.673519 -0.099 -0.043 0.030 -0.96
H -4.230868 -0.002771 4.734982 -0.032 -0.029 0.039 0.38
H -4.555953 0.149479 3.015882 0.017 0.000 -0.055 0.35
H -4.158934 1.579261 3.975796 -0.001 0.032 -0.022 0.42
H -2.894761 -1.660830 5.173041 -0.022 0.001 0.050 0.37
H -2.092422 -3.992475 5.124474 -0.006 -0.017 0.028 0.42
H -0.667814 -4.713472 3.245984 0.012 -0.057 -0.001 0.36
H 0.218567 -2.720509 0.321774 -0.058 -0.062 0.203 -0.58
H 1.384054 -4.761489 2.262812 -0.014 -0.027 0.041 0.47
H 1.885411 -3.080545 2.271570 0.032 0.042 -0.006 0.16
H 2.131227 -4.069899 0.827275 0.061 -0.018 -0.048 0.32
H -0.613947 -5.533199 1.120951 -0.018 -0.022 0.031 0.44
H 0.047308 -5.017864 -0.429814 0.008 -0.009 0.011 0.38
H -1.568008 -4.496834 0.067266 -0.009 0.001 -0.023 0.35
H -3.352050 -0.466368 1.017077 -0.006 -0.006 0.068 0.39
H -3.397553 1.571224 -0.207771 0.046 0.031 0.020 0.11
H -1.550193 5.553061 -3.099664 -0.005 0.033 -0.039 0.45
H -0.701101 6.882843 -1.213399 0.009 0.035 -0.009 0.39
H -0.527662 5.821488 1.001179 0.028 0.038 0.035 0.34
H -0.829321 2.216211 1.626295 -0.020 0.121 -0.005 -2.12
H -0.074360 4.947576 2.797512 -0.041 0.027 0.047 0.58
H 1.070916 3.810687 2.100313 0.093 -0.036 0.018 0.29
H 0.094413 3.375718 3.552259 0.035 0.026 -0.019 0.11
H -2.549156 4.620774 2.415278 -0.002 0.043 -0.024 0.50
H -2.419405 3.130100 3.349763 0.014 0.023 0.000 0.49
H -3.165108 3.116061 1.746158 -0.052 -0.038 0.006 0.21
H -2.980222 3.993429 -3.577292 0.037 -0.035 -0.036 0.71
H -0.629382 2.182717 -4.231267 0.002 0.085 0.034 0.64
H -0.777348 3.886377 -4.595665 -0.023 0.053 -0.024 0.49
H -1.879287 2.738863 -5.355998 -0.020 -0.067 -0.060 0.39
H -4.108623 2.283920 -2.410141 0.004 -0.020 0.026 0.40
H -2.814931 1.111152 -2.668778 0.112 -0.149 0.001 0.10
H -3.737162 1.721583 -4.035105 -0.040 0.021 -0.027 0.45
C -2.154511 -2.410617 -1.843793 -0.031 0.027 0.017 -0.41
C -0.739562 -2.772415 -2.166505 -0.113 -0.089 -0.121 -0.38
C -0.424006 -3.853744 -2.953600 -0.059 0.074 0.039 -1.18
C 0.926320 -4.167624 -3.166886 0.019 -0.007 0.003 -1.23
C 1.919662 -3.427170 -2.590274 -0.038 -0.004 0.006 -1.10
C 1.567897 -2.307121 -1.789839 0.022 0.028 0.055 -0.03
N 0.241678 -2.026240 -1.620863 0.155 0.077 0.015 2.30
N 2.363060 -1.429444 -1.189157 0.073 0.005 -0.056 0.82
Si 4.103284 -1.457119 -1.281222 0.020 -0.058 -0.053 -0.21
C 4.795071 -3.079063 -0.620732 -0.079 0.094 -0.041 -1.20
C 4.735326 -1.170438 -3.029219 -0.038 0.010 0.119 -1.16
C 4.780918 -0.115018 -0.155214 -0.053 -0.088 -0.038 -0.97
H -2.371025 -2.652853 -0.800997 0.001 0.024 -0.002 -0.25
H -2.841838 -2.967615 -2.477105 -0.016 -0.016 -0.003 0.72
H -2.327499 -1.343314 -1.979334 0.001 -0.048 -0.001 -0.52
H -1.211394 -4.455459 -3.381053 -0.032 -0.019 -0.012 0.57
H 1.185482 -5.010828 -3.793881 0.006 -0.031 -0.023 0.44
H 2.958638 -3.660318 -2.763309 0.040 0.005 -0.013 0.45
H 4.501021 -3.952148 -1.201915 -0.011 -0.035 -0.019 0.38
H 4.474704 -3.247172 0.408741 -0.036 -0.006 0.063 0.29
H 5.885344 -3.040218 -0.620700 0.072 0.014 -0.012 0.42
H 4.060836 -1.580660 -3.782153 -0.035 -0.044 -0.014 0.31
H 5.711512 -1.636578 -3.168728 0.054 -0.015 0.002 0.47
H 4.850668 -0.107190 -3.244167 -0.017 0.056 -0.004 0.36
H 4.475283 -0.254041 0.885766 0.006 -0.039 0.080 0.07
H 4.474928 0.880311 -0.466098 -0.033 0.084 -0.044 0.30
H 5.870872 -0.163551 -0.170257 0.063 0.004 -0.003 0.48
O 2.498026 0.342688 -5.795739 -0.053 -0.014 -0.059 -0.53
C 1.412466 0.198081 -5.007348 -0.009 0.008 0.028 0.31
C 0.148808 -0.123462 -5.506808 0.045 0.028 0.008 -1.00
C -0.904166 -0.220723 -4.622131 -0.019 -0.076 0.063 -1.15
N -0.742372 -0.067978 -3.305096 0.049 0.034 -0.102 0.54
C 0.456372 0.190032 -2.861780 -0.069 0.153 -0.232 0.93
Br 1.835561 2.055224 -0.785082 0.080 0.098 0.041 -0.58
C 1.583243 0.377849 -3.636955 -0.072 -0.011 -0.061 -0.54
H 2.262846 0.214776 -6.724507 0.018 0.015 0.133 0.34
H -0.011746 -0.268885 -6.567148 0.001 -0.010 -0.022 0.49
H -1.908275 -0.430948 -4.970406 -0.011 0.000 0.007 0.45
H 2.540175 0.636371 -3.218045 0.048 0.004 -0.002 0.67
N 2.442483 1.606828 4.323931 -0.034 0.144 0.057 -0.04
C 2.284937 0.322587 3.542608 -0.013 -0.008 -0.033 -1.09
C 1.459954 0.634399 2.296313 0.004 0.065 0.131 0.37
N 1.477066 -0.407799 1.310298 -0.025 -0.127 -0.311 1.35
H 2.996945 1.482517 5.175407 -0.100 0.025 -0.105 0.43
H 1.521018 1.981700 4.581346 0.098 -0.048 -0.020 0.25
H 2.894899 2.318323 3.740179 -0.043 -0.059 0.067 0.39
H 1.803126 -0.393651 4.208439 0.002 -0.024 -0.053 0.41
H 3.289184 -0.024945 3.299502 -0.033 0.027 -0.023 0.41
H 1.827239 1.549278 1.827093 0.059 0.069 -0.034 0.25
H 0.419098 0.804690 2.578501 -0.016 0.047 0.011 -0.90
H 1.018919 -1.242603 1.649416 -0.024 -0.175 -0.024 -0.57
H 2.383986 -0.645892 0.920291 0.014 0.080 0.068 -0.63
```
Forces are in eV/Å.

- <S²>: 8.81
- Net charge: +1
- Orbital gap (spin up / spin down): 5.63 / 5.58 eV
- Molecular weight: 892.08 g mol⁻¹
- E: -5055.5016 hartree
- Relative energy (zero: lowest compared OMol25 entry of this formula, charge and spin): 1.354 eV
- Spin multiplicity: 6